Entry from the OMol25 dataset: C19H20MoN2OS4 as an isolated structure (ωB97M-V/def2-TZVPD).

Total charge: +1
E, eV: -70245.580
Kohn-Sham gap (alpha / beta), eV: 5.92 / 6.05
2S+1: 2
Energy relative to the best compared isomer or geometry (same formula, charge and spin), kcal per mole: 1.5
<S²>: 0.76

XYZ file:
```
47
C19H20MoN2OS4 | the OMol25 dataset | ωB97M-V/def2-TZVPD
Mo 2.028 -0.068 -0.731
C -1.598 -1.980 1.006
C -0.204 -1.592 0.626
N 0.029 -0.632 -0.207
N -1.089 0.039 -0.708
C -0.775 1.072 -1.391
S 0.901 1.644 -1.661
S -1.923 2.112 -2.182
C -3.524 1.417 -1.675
C -4.195 2.160 -0.551
C -3.680 2.136 0.744
C -4.314 2.823 1.764
C -5.474 3.544 1.504
C -5.990 3.576 0.220
C -5.351 2.888 -0.803
C 0.955 -2.284 1.224
C 0.815 -3.623 1.632
C 1.824 -4.282 2.298
C 3.000 -3.600 2.618
C 3.175 -2.290 2.231
C 2.170 -1.639 1.514
O 2.425 -0.346 1.144
H -2.142 -2.334 0.128
H -2.136 -1.105 1.368
H -1.602 -2.740 1.778
H -3.364 0.366 -1.442
H -4.134 1.466 -2.577
H -2.773 1.581 0.944
H -3.906 2.800 2.766
H -5.971 4.080 2.302
H -6.890 4.138 0.007
H -5.759 2.916 -1.807
H -0.100 -4.154 1.408
H 1.694 -5.315 2.586
H 3.778 -4.106 3.174
H 4.072 -1.738 2.476
C 5.480 -0.375 -1.041
S 4.353 1.014 -0.844
C 4.540 1.794 -2.459
H 6.506 -0.013 -1.042
H 5.268 -0.914 -1.962
H 5.342 -1.039 -0.189
H 4.026 1.230 -3.234
H 5.602 1.859 -2.688
H 4.135 2.801 -2.393
S 2.483 -2.072 -3.559
C 2.288 -1.214 -2.315
```

---

Entry from the OMol25 dataset: a 8-piece molecular cluster, C44H46Br2 overall (ωB97M-V/def2-TZVPD).

Total charge: +1
E, eV: -186447.526
Kohn-Sham gap (alpha / beta), eV: 6.94 / 2.46
2S+1: 2
<S²>: 0.77

XYZ file:
```
92
C44H46Br2 | the OMol25 dataset | ωB97M-V/def2-TZVPD
Br 5.835 2.172 0.607
C 5.324 1.079 2.206
C 3.897 0.573 2.038
Br 3.201 0.073 3.839
H 5.345 1.853 2.973
H 6.094 0.307 2.219
H 3.949 -0.354 1.467
H 3.173 1.213 1.532
C -4.257 5.230 -2.005
C -3.746 3.942 -1.928
C -2.367 3.749 -1.831
C -1.523 4.780 -1.589
C -2.057 6.031 -1.551
C -3.431 6.260 -1.755
H -5.287 5.325 -2.318
H -4.423 3.145 -2.200
H -2.023 2.745 -2.029
H -0.469 4.563 -1.679
H -1.334 6.821 -1.406
H -3.952 7.202 -1.666
C 0.668 -0.437 1.168
C 0.128 -1.509 0.420
C -0.695 -1.208 -0.627
C -1.067 0.098 -0.923
C -0.515 1.164 -0.172
C 0.308 0.907 0.885
H 1.196 -0.777 2.047
H 0.489 -2.519 0.547
H -0.962 -1.999 -1.312
H -1.894 0.258 -1.599
H -0.894 2.162 -0.337
H 0.707 1.739 1.447
C -2.888 0.738 -5.727
C -2.098 0.613 -4.552
C -1.551 -0.660 -4.310
C -1.810 -1.764 -5.194
C -2.555 -1.568 -6.349
C -3.055 -0.304 -6.629
H -3.332 1.685 -5.996
H -1.971 1.422 -3.848
H -0.945 -0.925 -3.455
H -1.404 -2.734 -4.947
H -2.602 -2.409 -7.026
H -3.829 -0.326 -7.382
C -0.998 -4.433 -2.040
C -2.204 -5.078 -1.848
C -2.276 -6.161 -0.906
C -1.078 -6.486 -0.213
C 0.070 -5.790 -0.328
C 0.092 -4.683 -1.208
H -0.879 -3.578 -2.689
H -3.111 -4.712 -2.305
H -3.200 -6.720 -0.931
H -0.978 -7.335 0.446
H 0.936 -6.060 0.258
H 1.061 -4.218 -1.312
C 2.200 2.474 -4.248
C 1.924 3.697 -3.619
C 2.168 3.801 -2.272
C 2.506 2.723 -1.494
C 2.827 1.523 -2.157
C 2.628 1.338 -3.528
H 2.069 2.372 -5.315
H 1.555 4.560 -4.153
H 2.063 4.743 -1.753
H 2.598 2.660 -0.419
H 3.250 0.667 -1.652
H 2.769 0.373 -3.991
C 0.011 1.313 5.171
C -0.341 2.184 4.138
C 0.169 3.449 4.104
C 0.979 3.860 5.187
C 1.432 2.960 6.113
C 0.861 1.737 6.251
H -0.426 0.326 5.204
H -1.011 1.804 3.381
H -0.179 3.921 3.197
H 1.354 4.873 5.216
H 2.123 3.297 6.871
H 1.119 1.039 7.033
C -0.075 -5.531 3.762
C 0.829 -4.622 3.180
C 1.505 -3.735 4.044
C 1.190 -3.657 5.361
C 0.267 -4.581 5.958
C -0.428 -5.477 5.131
H -0.593 -6.222 3.113
H 1.129 -4.442 2.158
H 2.210 -3.060 3.581
H 1.618 -2.915 6.018
H 0.070 -4.373 6.999
H -1.184 -6.179 5.450
```

---

Entry from the OMol25 dataset: a 2-piece molecular cluster, C12H22N2 overall (ωB97M-V/def2-TZVPD).

Total charge: 0
E, eV: -15774.127
Kohn-Sham gap (alpha / beta), eV: 7.02 / 8.68
Energy relative to the best compared isomer or geometry (same formula, charge and spin), kcal per mole: 86.8

XYZ file:
```
36
C12H22N2 | the OMol25 dataset | ωB97M-V/def2-TZVPD
C 3.899 0.247 -1.496
C 3.524 0.306 -0.314
C -1.251 0.966 -0.442
C -0.802 -1.416 -0.592
C -1.897 -0.394 -0.201
C 0.305 1.233 -0.010
C 0.505 -1.258 0.276
C -3.187 -0.506 -1.022
C 0.993 2.288 -0.992
C 0.329 1.731 1.510
C 1.447 -2.382 -0.266
C 0.402 -1.304 1.772
N 0.976 -0.032 -0.204
N 2.934 0.396 0.882
H 4.332 -0.016 -2.437
H -1.295 1.292 -1.524
H -1.805 1.835 0.059
H -1.171 -2.464 -0.594
H -0.512 -1.273 -1.591
H -2.209 -0.571 0.920
H -3.763 -1.423 -0.648
H -2.881 -0.491 -2.027
H -3.697 0.354 -0.600
H 1.929 1.698 -1.157
H 1.252 3.141 -0.380
H 0.441 2.548 -1.900
H 1.077 1.245 2.158
H -0.719 1.538 1.863
H 0.558 2.881 1.509
H 1.041 -3.298 0.052
H 2.411 -2.199 0.194
H 1.481 -2.420 -1.387
H 0.173 -2.225 2.214
H -0.359 -0.490 1.941
H 1.318 -1.016 2.116
H 2.845 1.357 1.330
```

---

Entry from the OMol25 dataset: a 2-piece molecular cluster, C4H7O2S overall (ωB97M-V/def2-TZVPD).

Total charge: -1
E, eV: -19189.521
Kohn-Sham gap, eV: 6.32
Energy relative to the best compared isomer or geometry (same formula, charge and spin), kcal per mole: 86.9

XYZ file:
```
14
C4H7O2S | the OMol25 dataset | ωB97M-V/def2-TZVPD
C 1.326 0.544 -0.151
C 1.051 0.945 0.933
C 1.297 -0.115 -1.451
C 0.897 1.571 2.174
O -3.354 -2.121 0.265
O -3.393 -1.021 -1.916
S -2.542 -1.365 -0.728
H -1.708 -2.608 -1.518
H 0.972 -1.016 -1.133
H 2.269 -0.178 -1.915
H 0.592 0.268 -2.145
H 1.682 1.183 2.835
H 0.940 2.685 2.097
H -0.029 1.226 2.651
```

---

F_max readings, ordered: 0.0121, 0.0691, 0.0747, 0.0726 hartree/bohr